Entry 1:
A cluster of 2 separate species, C3H11N3O in total, computed with wB97M-V/def2-TZVPD.

CARTESIAN COORDINATES (ANGSTROEM)
C  -1.0321  -0.4839  0.4906
C  -2.1131  -0.1195  -0.4917
C  1.3225  -1.1068  -0.0645
N  0.1040  -0.8709  0.1349
N  -3.4725  -0.4778  0.0005
N  3.3352  1.0481  0.0510
O  1.7778  -2.2949  -0.2204
H  -1.2535  -0.3857  1.5539
H  -2.0755  0.9663  -0.6512
H  -1.9356  -0.6070  -1.4544
H  2.0723  -0.1786  -0.0680
H  -3.5775  -1.4976  0.1251
H  -4.1887  -0.1758  -0.6805
H  -3.6897  -0.0237  0.9040
H  4.0831  0.8785  -0.6155
H  3.7511  1.0524  0.9775
H  2.9686  1.9762  -0.1332
H  2.7385  -2.3815  -0.3665

Values from the calculation:
HOMO energy = -17.3897 eV
LUMO = -8.43 eV
net charge = +2

Here are the Mulliken charges for atoms 1 to 4, given in e: number 1, C, carries -0.180; number 2, C, carries -0.481; number 3, C, carries 0.328; number 4, N, carries 0.080


Entry 2:
A cluster of 2 separate species, C3H11N3O2 in total, computed with wB97M-V/def2-TZVPD.

CARTESIAN COORDINATES (ANGSTROEM)
N  0.9350  -1.6583  -1.7954
C  -0.2140  -1.5038  -0.8778
C  -0.7645  -0.0314  -0.9963
N  -0.2949  0.9581  0.0812
C  -0.8430  0.8020  1.3895
N  -2.0576  0.1542  1.7936
O  -0.0167  1.1899  2.2352
H  0.8933  -2.5321  -2.1871
H  0.9776  -0.8715  -2.6053
H  0.0636  -1.6705  0.1743
H  -1.1092  -2.1820  -1.1621
H  -0.2525  0.3268  -1.9731
H  -1.8585  -0.0978  -0.8503
H  0.7439  1.2316  0.2533
H  -2.2974  0.4922  2.7272
H  -2.7815  0.0756  0.9858
O  2.5874  0.5093  -1.1047
H  2.4804  -0.3866  -0.6179
H  3.4255  0.2414  -1.4373

Values from the calculation:
HOMO energy = -9.1072 eV
LUMO = 0.75 eV
net charge = 0
structure (SMILES) = NCCNC(N)=O.O

Here are the Mulliken charges for atoms 1 to 4, given in e: number 1, N, carries -0.506; number 2, C, carries -0.364; number 3, C, carries -0.522; number 4, N, carries -0.260


Entry 3:
A cluster of 2 separate species, C3H11N3O2 in total, computed with wB97M-V/def2-TZVPD.

CARTESIAN COORDINATES (ANGSTROEM)
N  -1.3724  -2.5326  -1.3643
C  -0.6511  -1.3245  -1.6826
N  -0.4963  -0.4476  -0.5178
C  0.7499  0.3639  -0.5116
C  0.4332  1.5876  0.2856
N  -0.2628  2.5724  -0.3323
O  0.7543  1.6921  1.4606
H  -2.2796  -2.3745  -0.9681
H  -0.8188  -3.2832  -0.9793
H  -1.2751  -0.7936  -2.4038
H  0.2597  -1.5675  -2.2372
H  -0.5300  -0.9921  0.3321
H  0.9820  0.5793  -1.5466
H  1.5173  -0.2448  -0.0627
H  -0.6196  3.2796  0.2876
H  -0.6386  2.4941  -1.2623
O  1.0566  -1.3135  2.3944
H  1.1688  -0.3764  2.1582
H  0.2665  -1.3329  2.9431

Values from the calculation:
HOMO energy = -9.0598 eV
LUMO = 0.85 eV
net charge = 0
structure (SMILES) = NCNCC(N)=O.O

Here are the Mulliken charges for atoms 1 to 4, given in e: number 1, N, carries -0.536; number 2, C, carries -0.527; number 3, N, carries -0.359; number 4, C, carries -0.758


Entry 4:
A cluster of 2 separate species, C3H11N3S in total, computed with wB97M-V/def2-TZVPD.

CARTESIAN COORDINATES (ANGSTROEM)
C  0.7929  1.8244  1.0071
C  -0.5539  1.7768  0.2829
S  -0.5135  0.7551  -1.2234
N  1.8662  2.4810  0.2641
H  1.1016  0.8061  1.2124
H  0.6819  2.3377  1.9677
H  -0.9024  2.7932  0.0628
H  -1.2799  1.3222  0.9727
H  1.5812  3.4294  0.0446
H  1.9139  2.0036  -0.6348
N  -0.4511  -1.6759  0.4315
C  -0.4497  -2.8909  -0.2406
N  -1.0318  -2.9419  -1.5262
H  -0.4951  -0.7452  -0.1555
H  -0.1025  -1.7040  1.3713
H  -0.1110  -3.7865  0.2506
H  -0.7973  -3.7116  -2.1130
H  -1.2496  -2.0734  -1.9740

Values from the calculation:
HOMO energy (alpha / beta) = -0.5814 / -3.1186 eV
LUMO (alpha / beta) = 4.10 / 4.06 eV
net charge = -1
⟨S²⟩ = 0.753
spin multiplicity = 2

Here are the Mulliken charges for atoms 1 to 4, given in e: number 1, C, carries -0.449; number 2, C, carries -0.764; number 3, S, carries -0.690; number 4, N, carries -0.683


Entry 5:
A cluster of 2 separate species, C3H11N4 in total, computed with wB97M-V/def2-TZVPD.

CARTESIAN COORDINATES (ANGSTROEM)
C  0.9251  -0.7890  1.1833
C  -0.4600  -1.3168  -1.6258
C  -0.6766  1.9115  0.2374
N  2.0342  -0.4455  0.7855
N  0.2873  -1.2233  2.1583
N  -0.5857  -0.4892  -0.3834
N  -0.2589  0.8240  -0.7247
H  -1.2723  -0.9449  -2.1935
H  0.5093  -1.0912  -2.1118
H  -0.6228  -2.3337  -1.3494
H  -0.5755  2.8243  -0.3162
H  -1.7623  2.0395  0.5601
H  0.0612  2.0860  0.9937
H  2.2050  -0.2538  -0.1302
H  0.4588  -1.1890  3.1515
H  -0.6542  -1.5963  2.1408
H  -0.3868  1.0749  -1.6520
H  0.7742  0.9125  -0.7237

Values from the calculation:
HOMO energy = -12.8551 eV
LUMO = -3.75 eV
net charge = +1

Here are the Mulliken charges for atoms 1 to 4, given in e: number 1, C, carries 0.691; number 2, C, carries -0.859; number 3, C, carries -0.976; number 4, N, carries -0.544


Entry 6:
A structure of composition C3H11N4, computed with wB97M-V/def2-TZVPD.

CARTESIAN COORDINATES (ANGSTROEM)
C  0.7492  -1.5988  -0.9023
C  0.8712  1.5860  0.5831
C  -1.3617  0.1029  0.8606
N  0.8052  -0.3261  -0.8020
N  0.9232  -2.0758  -2.1546
N  -1.9926  1.2360  0.6437
N  0.5318  0.1416  0.4885
H  0.5460  -2.2739  -0.0556
H  0.1271  2.2096  0.1768
H  0.7369  1.8883  1.6083
H  1.7884  1.6443  0.0619
H  -1.6349  -0.8612  0.3901
H  -1.2067  -0.0566  2.0438
H  1.2317  -3.0986  -2.3048
H  1.1410  -1.2182  -2.6580
H  -1.8288  1.9669  1.2786
H  -2.1795  1.3430  -0.3678
H  0.7527  -0.6094  1.1096

Values from the calculation:
HOMO energy = -12.8196 eV
LUMO = -2.84 eV
net charge = +1

Here are the Mulliken charges for atoms 1 to 4, given in e: number 1, C, carries -0.142; number 2, C, carries -0.938; number 3, C, carries -0.370; number 4, N, carries -0.673


It is found that the energy relative to the best compared isomer or geometry (same formula, charge and spin) values, taken in the order of the records, are 5.9 52.6 18.3 1.7 125.5 80.7 kcal per mole.